The following is a quantum chemistry calculation of a 2-piece molecular cluster, C4H12NO overall at a distorted geometry, from the Open Molecules 2025 dataset.

Structure (XYZ):
```
18
C4H12NO ωB97M-V/def2-TZVPD
C -2.2395 1.3525 -0.5316
C -1.2470 0.8701 0.5284
C -0.5243 -0.3964 0.0768
C 1.6674 -1.3366 1.1297
N 0.4553 -0.9001 1.1340
H -2.7302 2.2545 -0.1761
H -1.8250 1.4736 -1.5175
H -3.1065 0.6400 -0.4730
H -0.4760 1.6461 0.7127
H -1.7146 0.8705 1.5122
H -1.2044 -1.1812 -0.2823
H 0.0727 -0.0709 -0.7708
H 2.5822 -0.7720 0.9019
H 1.9414 -2.3129 1.5373
H 0.0082 -0.9628 2.0492
H 2.4184 -0.9407 -2.3329
H 3.2871 0.1778 -1.9441
O 2.6349 -0.4115 -1.5539
```

Values from the calculation:
- strongest force on any atom (eV/Å) = 2.43
- gap between HOMO and LUMO (eV) = 9.1
- spin multiplicity = 1
- energy above the lowest of the compared OMol25 structures with the same formula, charge and spin (kJ/mol) = 310.3
- total charge = +1
- LUMO (eV) = -6.150

Atom-resolved charges from Mulliken, all expressed in e: atom 1 (C): -1.22, atom 2 (C): -0.51, atom 3 (C): -0.39, atom 4 (C): -0.15, atom 5 (N): -0.05, atom 6 (H): 0.35, atom 7 (H): 0.37, atom 8 (H): 0.32, atom 9 (H): 0.34, atom 10 (H): 0.41, atom 11 (H): 0.34, atom 12 (H): 0.28, atom 13 (H): 0.28, atom 14 (H): 0.30, atom 15 (H): 0.31, atom 16 (H): 0.31, atom 17 (H): 0.32, atom 18 (O): -0.60